The following is a DFT calculation (ωB97M-V with the def2-TZVPD basis set) of C32H42F3GeN5O5SSeSiW as an isolated structure.

The calculation puts the orbital gap (alpha / beta) at 5.208 / 5.594 eV. The expectation value of S² is 2.1593. Its total charge is -2. Its total energy is -202107.911 eV. Its energy above the lowest of the compared OMol25 structures with the same formula, charge and spin is 61.8 kcal/mol. Its spin multiplicity is 3. The calculation puts the highest occupied orbital energy (alpha / beta) at -1.00 / -1.40 eV.

Element x y z (Å)
W -0.5265 -0.1658 -0.4082
O 6.3230 -3.9233 1.6671
C 5.3666 -3.9320 0.6915
O 5.3367 -4.8657 -0.0650
C 4.4134 -2.7950 0.6947
C 3.4549 -2.7742 -0.2503
C 2.4609 -1.6824 -0.3846
C 2.4183 -0.7361 0.7759
C 3.5233 -0.7470 1.6893
C 4.4741 -1.7080 1.6585
N 1.3878 0.0770 0.8820
C 1.2728 0.9984 1.8756
C 0.1609 1.8003 1.8646
C -0.0876 2.7834 2.8762
C -1.1440 3.6258 2.7733
C -1.9960 3.5205 1.6477
C -1.7463 2.5317 0.7403
N -0.7311 1.6445 0.8198
H 6.2015 -3.1423 2.2173
H 3.4113 -3.5758 -0.9770
H 2.7393 -1.1048 -1.2792
H 3.5978 0.0214 2.4444
H 5.2745 -1.6379 2.3886
H 1.9816 1.0724 2.6856
H 0.5951 2.8278 3.7152
H -1.3319 4.3684 3.5405
H -2.8325 4.1879 1.4956
H -2.3871 2.4126 -0.1195
Se 1.5502 0.8966 -2.3668
C 3.2598 0.3201 -2.9566
C 3.4200 -0.4736 -4.1009
C 4.6844 -0.8454 -4.5196
N 5.8181 -0.5061 -3.9024
C 5.6680 0.2355 -2.8016
C 4.4519 0.6619 -2.3005
H 2.5463 -0.7905 -4.6568
H 4.7960 -1.4584 -5.4111
H 6.5853 0.5063 -2.2845
H 4.4156 1.2594 -1.3980
N -1.5511 -1.4136 -1.7186
C -1.8307 -2.1271 -2.5722
N -2.1853 -2.9779 -3.5253
C -2.6023 -4.3028 -3.0138
C -1.3812 -5.1700 -2.7538
O -0.5843 -5.2690 -3.9274
C -0.0859 -3.9895 -4.2955
C -1.2391 -3.0644 -4.6528
H -3.2478 -4.7540 -3.7706
H -3.1714 -4.1497 -2.0964
H -1.6806 -6.1838 -2.4885
H -0.7931 -4.7455 -1.9301
H 0.5732 -4.1374 -5.1512
H 0.4885 -3.5514 -3.4681
H -1.7911 -3.4498 -5.5132
H -0.8762 -2.0616 -4.8789
S 0.8033 -2.3386 -0.7532
C -4.4046 0.6139 -0.3323
Si -3.0004 -0.4420 0.4646
C -3.7697 -2.1595 0.1312
C -3.2731 -0.0869 2.3151
H -5.3333 0.2936 0.1538
H -4.5126 0.4130 -1.4021
H -4.3276 1.6957 -0.1971
H -4.6197 -2.3082 0.8064
H -3.0584 -2.9689 0.2938
H -4.1565 -2.1954 -0.8932
H -4.3242 -0.2743 2.5632
H -3.0565 0.9573 2.5509
H -2.6465 -0.7073 2.9542
F 0.1949 -1.9531 4.3736
C -0.4261 -2.9444 3.7076
F -1.5190 -3.2690 4.4440
F 0.3969 -4.0157 3.7610
C -0.8242 -2.5816 2.2331
O -1.3642 -3.5038 1.6272
O -0.5210 -1.4125 1.9097
C 0.2422 3.4414 -4.0508
Ge -1.1800 3.0150 -2.7584
C -1.1681 4.5820 -1.5494
C -2.8340 3.2656 -3.8428
C -1.4335 1.2182 -1.9986
H -0.0442 4.3683 -4.5585
H 0.3633 2.6466 -4.7867
H 1.1995 3.5746 -3.5522
H -1.0790 5.4733 -2.1770
H -0.3207 4.5530 -0.8630
H -2.0789 4.6678 -0.9572
H -2.8730 4.2696 -4.2741
H -3.7295 3.1116 -3.2366
H -2.8540 2.5410 -4.6608
H -1.3709 0.6402 -2.9307
H -2.5097 1.2544 -1.7865

Results of the Löwdin charge analysis, in e, for atoms 1 through 4: atom 1 (W): 1.142, atom 2 (O): 0.085, atom 3 (C): -0.482, atom 4 (O): 0.093